Entry 1:
ORCA calculation (ωB97M-V/def2-TZVPD) on a molecular structure, C21H14F5IrNO5SSi in a non-equilibrium geometry.

ORCA input file:
```
! RIJCOSX wB97M-V def2-TZVPD def2/J DEFGRID3
* xyz -1 1
Ir 0.1962 -0.8324 -0.1041
O -5.4813 1.4020 1.2771
C -4.3595 0.7103 0.9680
C -3.5893 0.0786 1.9423
C -2.3953 -0.5038 1.5685
N -1.9693 -0.4717 0.3141
C -2.7310 0.0461 -0.6428
C -3.9476 0.6357 -0.3653
C -2.1389 -0.0436 -2.0766
O -2.8749 0.1918 -3.0179
O -0.9136 -0.3363 -2.1028
C -1.4957 -1.2451 2.5872
O -1.9773 -1.4614 3.6882
O -0.3579 -1.5379 2.1508
H -5.5919 1.4304 2.2359
H -3.8792 0.0241 2.9819
H -4.5405 1.0431 -1.1686
F 4.5710 -6.0969 -2.5897
C 3.4842 -5.4201 -2.1715
C 3.6209 -4.1679 -1.5760
F 4.8490 -3.6403 -1.4380
C 2.5007 -3.4913 -1.1299
F 2.6382 -2.2598 -0.5821
C 1.2066 -4.0343 -1.2281
S -0.1704 -3.2573 -0.5906
C 1.1044 -5.2916 -1.8604
F -0.1086 -5.8447 -2.0129
C 2.2127 -5.9685 -2.3289
F 2.0787 -7.1608 -2.9350
C 3.2507 1.2144 0.7137
Si 1.3208 1.0790 0.8389
C 1.0048 1.3632 2.7315
C 0.6463 2.7597 0.1102
C 1.1548 3.9878 0.5238
C 0.6725 5.1801 0.0061
C -0.3400 5.1713 -0.9405
C -0.8698 3.9616 -1.3501
C -0.3789 2.7795 -0.8282
H 3.5954 2.1261 1.1895
H 3.5866 1.2244 -0.3164
H 3.7278 0.3768 1.2109
H 1.5380 2.2414 3.0833
H 1.3297 0.5136 3.3205
H -0.0504 1.5106 2.9363
H 1.9473 4.0182 1.2572
H 1.0873 6.1253 0.3344
H -0.7102 6.1016 -1.3534
H -1.6622 3.9219 -2.0855
H -0.7912 1.8470 -1.1750
*
```

Properties
Orbital gap (spin up / spin down) ... 0.2286 / 0.2148 Eh
Energy relative to the best compared isomer or geometry (same formula, charge and spin) ... 116.0 kJ/mol



Entry 2:
ORCA calculation (ωB97M-V/def2-TZVPD) on a molecular structure, C21H15AsCaO4 in a non-equilibrium geometry.

ORCA input file:
```
! RIJCOSX wB97M-V def2-TZVPD def2/J DEFGRID3
* xyz 2 1
O -1.6634 -1.5167 -2.0876
C -1.0903 -0.9816 -1.3633
Ca 0.0763 -0.1846 0.2091
C -1.0817 1.4975 0.7535
C 1.6417 0.7463 -0.8734
O -1.6650 2.3101 1.1594
O 2.5251 1.1268 -1.3311
O 1.3405 -1.6401 0.6426
As 1.2894 -2.5139 2.2352
C 3.0069 -3.3693 2.2727
C 3.8865 -3.0856 3.3122
C 5.1318 -3.7122 3.3723
C 5.5052 -4.6154 2.3903
C 4.6397 -4.8968 1.3498
C 3.3918 -4.2777 1.2798
C 1.1289 -1.1652 3.6263
C 1.0706 0.2057 3.4017
C 0.9653 1.0912 4.4625
C 0.9105 0.6238 5.7592
C 0.9678 -0.7403 6.0075
C 1.0774 -1.6344 4.9295
C -0.2561 -3.6729 2.0868
C -1.2525 -3.5991 3.0539
C -2.3389 -4.4714 3.0011
C -2.4355 -5.4072 1.9844
C -1.4485 -5.4737 1.0165
C -0.3561 -4.6087 1.0641
H 3.6077 -2.3631 4.0975
H 5.8207 -3.4781 4.2074
H 6.4943 -5.1051 2.4402
H 4.9358 -5.6159 0.5583
H 2.7146 -4.5024 0.4373
H 1.1302 0.6089 2.3513
H 0.9199 2.1883 4.2684
H 0.8228 1.3277 6.6098
H 0.9282 -1.1280 7.0389
H 1.1223 -2.7176 5.1405
H -1.1893 -2.8594 3.8702
H -3.1259 -4.4128 3.7807
H -3.2979 -6.0968 1.9468
H -1.5203 -6.2200 0.1983
H 0.4238 -4.6713 0.2810
*
```

Properties
Orbital gap ... 0.2630 Eh
Energy relative to the best compared isomer or geometry (same formula, charge and spin) ... 294.7 kJ/mol



Entry 3:
ORCA calculation (ωB97M-V/def2-TZVPD) on a molecular structure, C21H15AsCl2InO4Sc in a non-equilibrium geometry.

ORCA input file:
```
! RIJCOSX wB97M-V def2-TZVPD def2/J DEFGRID3
* xyz 4 1
Sc -2.3342 7.6036 -4.5500
In -0.9931 2.3846 -0.4677
Cl -0.8296 7.5160 -2.8350
Cl -2.2914 2.0376 -2.3951
C -2.6930 1.3041 0.8332
C -2.3425 9.7452 -4.9191
C -4.3518 8.2913 -4.2343
O -3.4702 0.5376 1.1876
O -2.7511 10.8340 -4.9595
O -5.2260 9.0430 -4.4199
O 0.2590 0.6946 -0.4765
As 0.5656 -0.8098 0.2956
C 2.4733 -1.1791 0.1423
C 2.9249 -2.3944 -0.4125
C 4.2902 -2.7353 -0.3586
C 5.2087 -1.8622 0.2532
C 4.7683 -0.6343 0.7810
C 3.4045 -0.2834 0.7013
C -0.0043 -0.6115 2.1306
C -0.9415 -1.4916 2.6843
C -1.2398 -1.4060 4.0542
C -0.6674 -0.3849 4.8342
C 0.2092 0.5461 4.2473
C 0.5286 0.4462 2.8812
C -0.4349 -2.1687 -0.6481
C -1.0815 -1.8823 -1.8606
C -1.7562 -2.9090 -2.5532
C -1.8463 -4.1985 -2.0017
C -1.2180 -4.4733 -0.7757
C -0.5037 -3.4643 -0.1058
H 2.2110 -3.0841 -0.8711
H 4.6298 -3.6913 -0.7814
H 6.2628 -2.1523 0.3446
H 5.4825 0.0485 1.2643
H 3.0675 0.6839 1.0871
H -1.4119 -2.2528 2.0560
H -1.9053 -2.1496 4.5112
H -0.9118 -0.3034 5.9012
H 0.6748 1.3444 4.8458
H 1.1978 1.1780 2.4016
H -1.0924 -0.8530 -2.2397
H -2.2264 -2.6991 -3.5227
H -2.4017 -4.9874 -2.5264
H -1.2638 -5.4789 -0.3425
H 0.0314 -3.6983 0.8195
*
```

Properties
Orbital gap (spin up / spin down) ... 0.0883 / 0.0881 Eh
Energy relative to the best compared isomer or geometry (same formula, charge and spin) ... 188.1 kJ/mol



Entry 4:
ORCA calculation (ωB97M-V/def2-TZVPD) on a molecular structure, C21H15BF4N5O3W in a non-equilibrium geometry.

ORCA input file:
```
! RIJCOSX wB97M-V def2-TZVPD def2/J DEFGRID3
* xyz 1 3
W 0.2474 -0.9036 -0.5321
C 1.8006 -2.3802 1.8709
O 1.9137 -1.3020 0.8868
C 2.4334 -0.0916 1.3789
C 3.7037 0.0076 1.9002
C 4.1791 1.2839 2.1941
C 3.4108 2.4127 1.9406
C 2.1321 2.2850 1.4076
C 1.6402 1.0196 1.1516
N 0.3149 0.8594 0.5703
N -0.3863 -0.1672 1.2671
C -1.6804 -0.3707 0.8352
C -1.9056 -1.7831 0.4804
O -0.8159 -2.4617 0.2900
C -3.1993 -2.2572 0.1639
C -4.1898 -1.3392 0.0665
C -4.0078 0.0768 0.3079
C -5.0869 0.9481 0.1841
C -4.9175 2.2965 0.4527
C -3.6782 2.7858 0.8623
C -2.5965 1.9364 0.9952
C -2.7481 0.5758 0.7011
H 2.7950 -2.5565 2.2697
H 1.4530 -3.2537 1.3284
H 1.0921 -2.0697 2.6365
H 4.3265 -0.8663 2.0311
H 5.1783 1.3900 2.5929
H 3.8086 3.3954 2.1475
H 1.5150 3.1472 1.1949
H -3.3345 -3.3006 -0.0804
H -5.1791 -1.6599 -0.2379
H -6.0533 0.5651 -0.1144
H -5.7563 2.9714 0.3518
H -3.5612 3.8379 1.0814
H -1.6362 2.3163 1.3121
N 1.2117 0.2889 -2.1860
C 2.1286 -0.7407 -1.8766
O 1.4780 -1.8975 -1.7446
C 3.4449 -0.5708 -1.5991
C 4.2125 -1.6411 -1.0376
N 4.8003 -2.4979 -0.5491
C 4.0029 0.7462 -1.7258
N 4.3226 1.8421 -1.8616
H 0.6971 0.1042 -3.0467
H 1.6122 1.2188 -2.0979
F -3.1041 -0.2565 -3.6072
B -2.0019 -0.8334 -4.0356
F -1.0915 -0.8884 -1.8973
F -0.9834 -0.0841 -4.4488
F -1.9416 -2.1375 -4.1751
*
```

Properties
Orbital gap (spin up / spin down) ... 0.2623 / 0.2301 Eh
Energy relative to the best compared isomer or geometry (same formula, charge and spin) ... 134.9 kJ/mol



Entry 5:
ORCA calculation (ωB97M-V/def2-TZVPD) on a molecular structure, C21H15Br2F3N4O3Ru.

ORCA input file:
```
! RIJCOSX wB97M-V def2-TZVPD def2/J DEFGRID3
* xyz 2 1
Ru -0.6304 0.2393 0.2330
C 2.4107 1.5847 -0.1309
C 2.2991 0.2274 -0.7273
C 3.3367 -0.3666 -1.4470
C 3.1763 -1.5973 -2.0484
C 1.9431 -2.2551 -1.9452
C 1.5802 -3.5074 -2.5310
Br 2.8192 -4.4660 -3.5106
C 0.3017 -4.0324 -2.3880
C -0.6839 -3.3586 -1.6761
Br -2.3879 -4.0413 -1.5169
C -0.3543 -2.1224 -1.0793
O -1.2064 -1.3733 -0.4377
C 0.9537 -1.6077 -1.2013
N 1.1259 -0.4183 -0.5803
H 3.4406 1.9315 -0.1160
H 2.0225 1.6043 0.8908
H 1.8255 2.2790 -0.7402
H 4.2737 0.1642 -1.5385
H 3.9891 -2.0414 -2.6081
H 0.0645 -4.9809 -2.8493
C -1.1464 3.6062 -4.1910
N -1.5754 2.9894 -2.9260
C -2.7601 3.3037 -2.3499
C -3.2071 2.7792 -1.1717
C -2.3416 1.8590 -0.5683
O -2.4545 1.2167 0.5405
N -1.1612 1.5341 -1.1707
C -0.6957 2.0730 -2.3472
O 0.3801 1.7966 -2.8272
H -1.8473 4.3957 -4.4435
H -1.1276 2.8571 -4.9787
H -0.1495 4.0196 -4.0697
H -3.3505 4.0270 -2.8965
H -4.1533 3.0567 -0.7379
F 0.9708 -1.4814 6.7857
C -0.2464 -1.1081 6.3943
F -0.5626 0.0340 7.0102
F -1.1214 -2.0440 6.7634
C -0.3014 -0.9022 4.8905
C -1.5337 -0.7412 4.2740
C -1.5692 -0.5067 2.9180
N -0.4435 -0.4418 2.1784
C 0.7466 -0.6141 2.7812
C 0.8583 -0.8467 4.1347
H -2.4552 -0.7942 4.8371
H -2.5011 -0.3607 2.3893
H 1.6193 -0.5815 2.1435
H 1.8299 -0.9872 4.5859
*
```

Properties
Orbital gap (spin up / spin down) ... 0.1907 / 0.1907 Eh



Entry 6:
ORCA calculation (ωB97M-V/def2-TZVPD) on a molecular structure, C21H15Cl2N2O6Sc in a non-equilibrium geometry.

ORCA input file:
```
! RIJCOSX wB97M-V def2-TZVPD def2/J DEFGRID3
* xyz 2 1
Sc 0.8483 -0.3140 1.3967
O 4.9391 0.7422 0.8526
C 3.7330 0.5390 1.2688
O 2.9965 -0.3941 0.8934
C 3.2090 1.4682 2.3067
C 3.8456 2.5323 2.9424
C 3.1861 3.1494 4.0001
C 1.9639 2.6492 4.4584
C 1.3980 1.5728 3.7829
N 1.9842 1.0604 2.6864
C 0.2174 0.6992 4.1373
O -0.5197 0.9077 5.1801
O 0.0258 -0.2739 3.4036
H 5.2768 0.1067 0.1924
H 4.8238 2.8610 2.6284
H 3.6425 3.9935 4.4964
H 1.4892 3.1058 5.3151
H -0.3389 1.6975 5.7198
Cl 1.2037 1.1564 -0.7630
C -0.0472 1.4779 -1.9587
C -0.1205 2.7465 -2.4873
C -1.1512 3.0492 -3.3704
C -2.1515 2.1240 -3.5884
C -2.1071 0.8599 -3.0133
Cl -3.5271 -0.1049 -3.0925
C -0.9604 0.4482 -2.2870
N -0.7034 -0.8193 -1.8557
C -1.3440 -2.0276 -2.1177
C -1.8196 -2.3435 -3.3920
C -2.4914 -3.5311 -3.6010
C -2.6541 -4.4324 -2.5547
C -2.1400 -4.1463 -1.2966
C -1.4749 -2.9508 -1.0561
C -1.0196 -2.5740 0.3325
C -1.7318 -1.2345 0.7492
O -2.9135 -1.1577 0.8871
O -0.8786 -0.2413 0.8555
H 0.6097 3.4974 -2.2296
H -1.1975 4.0233 -3.8303
H -3.0003 2.3831 -4.1992
H 0.1006 -0.8919 -1.2313
H -1.6474 -1.6634 -4.2112
H -2.8925 -3.7550 -4.5770
H -3.1750 -5.3629 -2.7190
H -2.2763 -4.8594 -0.4966
H 0.1134 -2.4210 0.4055
H -1.3251 -3.3525 1.0362
*
```

Properties
Orbital gap ... 0.1529 Eh
Energy relative to the best compared isomer or geometry (same formula, charge and spin) ... 157.2 kJ/mol



Entry 7:
ORCA calculation (ωB97M-V/def2-TZVPD) on a molecular structure, C21H15ClN6O6PbS.

ORCA input file:
```
! RIJCOSX wB97M-V def2-TZVPD def2/J DEFGRID3
* xyz 2 1
Pb 0.6921 -0.2572 0.0826
N 0.3594 7.4359 -4.0333
C 0.3556 6.1434 -3.7536
C 1.2280 5.6311 -2.7415
C 1.2170 4.2959 -2.4544
C 0.3609 3.4518 -3.1739
C -0.5048 3.9301 -4.1772
C -0.5157 5.2612 -4.4693
S 0.3873 1.7014 -2.8933
O 1.5292 1.4088 -2.0554
O 0.2402 1.0552 -4.1491
N -0.8612 1.4855 -1.8463
C -2.0467 0.9816 -2.2195
N -2.6816 0.3114 -1.2231
C -3.8400 -0.2371 -1.5358
C -4.4107 -0.0732 -2.8019
C -3.7034 0.6823 -3.7408
N -2.5218 1.1969 -3.4712
H 0.9828 8.0808 -3.5633
H -0.2331 7.8238 -4.7575
H 1.8998 6.3090 -2.2315
H 1.8856 3.8775 -1.7152
H -1.1227 3.2267 -4.7201
H -1.1480 5.6617 -5.2510
H -4.3455 -0.8137 -0.7705
H -5.3732 -0.5041 -3.0376
H -4.1088 0.8582 -4.7303
O 3.6438 0.3391 5.3684
C 2.9907 1.4562 5.1326
O 3.0344 2.4085 5.8606
C 2.1443 1.5283 3.8883
C 1.3334 2.6207 3.5795
Cl 1.0089 4.0224 4.4538
N 0.7160 2.3779 2.4019
N 1.0870 1.1685 1.9334
C 1.9391 0.6500 2.8210
C 2.5079 -0.7125 2.5139
O 3.2198 -1.2844 3.3032
O 2.1424 -1.1896 1.3530
C -0.2334 3.1717 1.6937
C -1.4522 2.6091 1.3509
C -2.3908 3.3838 0.6868
C -2.1164 4.7118 0.3941
C -0.8918 5.2627 0.7510
C 0.0651 4.4930 1.3916
H 3.5352 -0.3383 4.6603
H -1.6905 1.5943 1.6447
H -3.3550 2.9597 0.4412
H -2.8722 5.3272 -0.0756
H -0.6869 6.3081 0.5597
H 1.0166 4.9185 1.6782
*
```

Properties
Orbital gap (spin up / spin down) ... 0.1657 / 0.1769 Eh
Energy relative to the best compared isomer or geometry (same formula, charge and spin) ... 0.0 kJ/mol



Entry 8:
ORCA calculation (ωB97M-V/def2-TZVPD) on a molecular structure, C21H15FMoN3 in a non-equilibrium geometry.

ORCA input file:
```
! RIJCOSX wB97M-V def2-TZVPD def2/J DEFGRID3
* xyz 3 3
Mo -0.7996 0.0405 -0.0204
C -1.3586 4.1877 -0.5761
C -0.1501 4.6059 -1.1258
C 0.8034 3.6655 -1.5180
C 0.5356 2.3292 -1.3236
N -0.6255 1.9279 -0.7321
C -1.5670 2.8364 -0.3975
C 1.3608 1.1790 -1.7330
C 2.4652 1.1927 -2.5620
C 3.0202 -0.0221 -2.9549
C 2.4293 -1.2195 -2.5628
C 1.3244 -1.1701 -1.7340
N 0.8395 0.0114 -1.3000
C 0.4782 -2.2978 -1.3050
C 0.7095 -3.6402 -1.5061
C -0.2409 -4.5595 -1.0600
C -1.4038 -4.1153 -0.4382
C -1.5801 -2.7593 -0.2613
N -0.6475 -1.8685 -0.6689
H -2.1274 4.8980 -0.3048
H 0.0445 5.6625 -1.2630
H 1.7331 3.9824 -1.9708
H -2.5005 2.4538 0.0051
H 2.8797 2.1244 -2.9223
H 3.8886 -0.0360 -3.6013
H 2.8164 -2.1650 -2.9165
H 1.6074 -3.9798 -2.0040
H -0.0767 -5.6200 -1.2063
H -2.1624 -4.8114 -0.1076
H -2.4739 -2.3571 0.2048
F -1.2689 -0.1778 5.9944
C -1.0477 -0.1102 4.7141
C -1.3006 1.0935 4.0515
C -1.0650 1.1668 2.6992
C -0.6066 0.0277 1.9954
C -0.3051 -1.1569 2.7045
C -0.5461 -1.2352 4.0546
H -1.6540 1.9446 4.6187
H -1.2117 2.1201 2.2064
H 0.1248 -2.0159 2.2034
H -0.3412 -2.1324 4.6242
*
```

Properties
Orbital gap (spin up / spin down) ... 0.2413 / 0.2528 Eh